1.
{
  "formula": "C6H12O",
  "method": "ωB97M-V with the def2-TZVPD basis set",
  "symbols": ["C", "C", "C", "C", "C", "C", "H", "H", "H", "H", "H", "H", "H", "H", "H", "H", "H", "H", "O"],
  "positions_angstrom": [[2.4952, -1.2512, -0.8190], [1.2074, -0.3269, -0.9845], [-1.1669, -2.2941, 2.8843], [-0.9620, -1.3142, 1.9856], [-0.2437, -1.2494, 0.7044], [0.6522, -0.2736, 0.4508], [3.0159, -0.8999, -0.0726], [3.3746, -0.9210, -1.3716], [2.0951, -2.2423, -0.7635], [0.4059, -0.4786, -1.8034], [1.5136, 0.6666, -1.3913], [-1.7720, -2.1005, 3.7130], [-0.7245, -3.3382, 2.8332], [-1.2743, -0.3270, 2.1919], [-0.6584, -1.9554, -0.1057], [1.0058, 0.3233, 1.2554], [-3.1047, 5.4038, -3.2567], [-2.5175, 6.4809, -2.8269], [-3.3417, 6.0979, -2.6235]],
  "e_lumo_ha": 0.0337,
  "smiles": "C=C/C=C/CC.O"
}


2.
{
  "formula": "C6H12O",
  "method": "ωB97M-V with the def2-TZVPD basis set",
  "symbols": ["C", "C", "C", "C", "C", "C", "O", "H", "H", "H", "H", "H", "H", "H", "H", "H", "H", "H", "H"],
  "positions_angstrom": [[1.6059, 0.5030, 0.9989], [1.1842, -0.4995, 0.1597], [1.9218, -0.6624, -1.1344], [-1.3572, -0.6284, -0.8433], [-2.2027, -0.8110, 0.2174], [-2.0983, 0.5627, -0.3590], [-1.4991, 1.5637, 0.3548], [0.2181, 2.0938, 2.2471], [1.9533, 0.1487, 1.9625], [2.1037, 1.3641, 0.5557], [0.7913, -1.4134, 0.6025], [2.8461, -1.2200, -0.9002], [2.2461, 0.2984, -1.5432], [1.3553, -1.2301, -1.8652], [-1.2626, -1.0996, -1.8273], [-3.0264, -1.5017, 0.3739], [-1.5736, -0.1430, 2.0720], [-2.9078, 0.9852, -0.9532], [-0.5580, 1.3444, 0.3680]],
  "e_lumo_ha": [-0.0158, -0.0313]
}


Energy above the lowest of the compared OMol25 structures with the same formula, charge and spin: 91.4 257.9 (kcal/mol)